No. 1
# C8H11O4

An isolated molecule of C8H11O4 (ωB97M-V/def2-TZVPD, OMol25).

Geometry as XYZ:
```
23
C8H11O4 ωB97M-V/def2-TZVPD
C 1.7082 -2.4982 0.2701
C 0.6963 -1.4101 0.1965
C -0.5922 -1.5285 -0.2571
C -1.4784 -0.4075 -0.2820
C -1.0079 0.9116 -0.1203
C 0.1936 1.0566 0.5566
C 1.1886 -0.0389 0.6201
O 2.2745 0.3537 -0.2069
O 1.7612 1.0778 -1.4065
O 0.6214 2.3045 0.9217
C -1.9837 2.0528 -0.2369
O -2.8059 -0.5258 -0.4364
H 2.7261 -2.1100 0.4223
H 1.4444 -3.1400 1.1274
H 1.6897 -3.1361 -0.6307
H -0.9325 -2.5258 -0.5516
H 1.0403 1.6248 -1.0767
H 1.6002 -0.0776 1.6587
H 1.5639 2.4358 0.6692
H -1.4111 2.9904 -0.2241
H -2.5225 2.0000 -1.1916
H -2.7153 2.0496 0.5950
H -3.0591 -1.4593 -0.4167
```

HOMO-LUMO gap (spin up / spin down) in eV: 7.09 / 8.89
LUMO energy (spin up / spin down) in eV: 0.563 / 0.009
Multiplicity: 2
E_HOMO (spin up / spin down) in eV: -6.5 / -8.9
⟨S²⟩: 0.793

No. 2
# C8H11P

An isolated molecule of C8H11P (ωB97M-V/def2-TZVPD, OMol25).

Geometry as XYZ:
```
20
C8H11P ωB97M-V/def2-TZVPD
C 0.9103 0.4779 -0.6777
C -0.3821 1.0473 -0.5909
C 1.0362 -1.4318 0.7943
C 1.6232 -0.5403 0.0098
C -1.3600 -0.9022 0.8265
C -1.5193 0.4241 0.0596
C 3.0573 -0.5763 -0.3951
C -2.5556 1.3702 0.5514
P -2.1386 -1.3075 -0.7776
H 1.6206 1.0593 -1.1783
H -0.6290 2.0972 -0.9876
H 1.2213 -2.1787 1.4897
H -1.6712 -1.0445 1.9492
H 3.4490 0.5083 -0.4378
H 3.2188 -0.9876 -1.3418
H 3.6156 -1.1507 0.3858
H -2.1330 1.9611 1.3188
H -3.4321 0.9578 0.9881
H -2.9510 1.8278 -0.4380
H -0.9803 -1.6112 -1.5482
```

HOMO-LUMO gap (spin up / spin down) in eV: 7.98 / 7.98
LUMO energy (spin up / spin down) in eV: 0.265 / 0.266
Multiplicity: 1
E_HOMO (spin up / spin down) in eV: -7.7 / -7.7

No. 3
# C8H11PS2

A cluster of 2 separate species, C8H11PS2 in total (ωB97M-V/def2-TZVPD, OMol25).

Geometry as XYZ:
```
22
C8H11PS2 ωB97M-V/def2-TZVPD
C -2.4101 -1.6955 -0.4139
C -2.6505 -0.3419 -0.0687
C -1.1865 -2.2951 -0.3354
C -1.5713 0.3752 0.3925
C -0.1313 -1.5352 0.1649
C -0.2941 -0.1972 0.4926
C 0.7606 2.1832 2.0425
C 1.9183 0.3924 -1.7932
P 1.1451 0.7144 1.0666
S 3.6220 -1.6984 -0.2276
S 1.2856 1.6956 -0.7506
H -3.3195 -2.2038 -0.7702
H -3.7165 0.0502 0.0042
H -0.9504 -3.3127 -0.6241
H -1.5385 1.5080 0.6026
H 0.8339 -2.0166 -0.0580
H 1.3312 2.9876 1.5797
H -0.2710 2.4975 1.8298
H 0.9322 2.2850 3.2042
H 2.4253 0.9010 -2.5756
H 1.0022 -0.1846 -2.3157
H 2.7835 -0.1092 -1.4466
```

HOMO-LUMO gap (spin up / spin down) in eV: 5.85 / 5.76
LUMO energy (spin up / spin down) in eV: -2.366 / -2.458
Multiplicity: 1
E_HOMO (spin up / spin down) in eV: -8.2 / -8.2

No. 4
# C8H12

A structure of composition C8H12 (ωB97M-V/def2-TZVPD, OMol25).

Geometry as XYZ:
```
20
C8H12 ωB97M-V/def2-TZVPD
C 2.4656 0.1197 -0.9407
C 2.6023 -0.3678 0.3133
C -2.2312 -1.3385 -0.2576
C -1.1541 -1.0302 0.4167
C 1.3111 -0.6070 -0.3761
C -0.2348 0.9934 1.4658
C -0.6606 1.0628 -1.1570
C -0.3740 0.2362 0.1510
H 2.8118 0.6917 -1.6926
H 3.2907 -0.5267 1.1742
H -2.7009 -2.2260 -0.0178
H -2.5346 -0.9387 -1.1014
H -0.7606 -1.5335 1.3228
H 1.0659 -1.5403 -0.6947
H -1.1741 1.5522 1.6605
H 0.6384 1.5974 1.4426
H -0.1875 0.2315 2.3773
H 0.1211 1.8420 -1.0900
H -0.6799 0.1944 -1.9426
H -1.6145 1.5875 -1.0537
```

HOMO-LUMO gap in eV: 9.00
LUMO energy in eV: 1.040
Multiplicity: 1
E_HOMO in eV: -8.0

No. 5
# C8H12

An isolated molecule of C8H12 (ωB97M-V/def2-TZVPD, OMol25).

Geometry as XYZ:
```
20
C8H12 ωB97M-V/def2-TZVPD
C -2.2181 -1.9792 -1.9353
C -1.8041 -1.2053 -0.9421
C -2.4818 -1.2343 0.4006
C -0.6131 -0.3112 -1.0174
C 0.3647 -0.1563 -0.1250
C 1.1689 1.0166 0.1428
C 2.1236 1.0424 1.0734
C 3.0750 2.1875 1.2008
H -1.6434 -1.9511 -2.8579
H -3.2151 -2.3998 -1.9274
H -2.6776 -0.2451 0.8134
H -1.9099 -1.7883 1.1562
H -3.3924 -1.8354 0.3414
H -0.7975 0.3808 -1.8364
H 0.5273 -1.0087 0.5285
H 0.9730 1.9015 -0.4507
H 2.3107 0.1208 1.6152
H 3.4938 2.4900 0.2463
H 2.7644 3.0707 1.7706
H 3.9517 1.9041 1.8031
```

HOMO-LUMO gap in eV: 8.97
LUMO energy in eV: 0.742
Multiplicity: 1
E_HOMO in eV: -8.2
SMILES: C=C(C)/C=C/C=C/C

No. 6
# C8H12

An isolated molecule of C8H12 (ωB97M-V/def2-TZVPD, OMol25).

Geometry as XYZ:
```
20
C8H12 ωB97M-V/def2-TZVPD
C 0.5064 -0.8977 2.4932
C 1.2589 -0.8395 1.4640
C 0.6971 -0.5480 0.0936
C 1.3646 -0.9886 -1.0087
C -0.4532 0.3988 0.0451
C -0.5499 1.4965 0.9049
C -1.4611 0.2419 -1.0661
C -1.0351 0.8831 -2.3646
H -0.4915 -0.6128 2.5707
H 0.8883 -1.3942 3.3464
H 2.3145 -1.3040 1.6373
H 2.3677 -1.5310 -0.7210
H 1.0398 -0.8149 -1.9804
H -1.3623 2.2316 0.7967
H 0.2911 1.6919 1.6141
H -1.8134 -0.8528 -1.2637
H -2.3738 0.6611 -0.8117
H -0.2935 0.2683 -3.0740
H -0.6631 2.0193 -2.3448
H -1.8693 1.1581 -3.1378
```

HOMO-LUMO gap in eV: 9.34
LUMO energy in eV: 0.899
Multiplicity: 1
E_HOMO in eV: -8.4
SMILES: C=CC(=C)C(=C)CC

Computed electronic energy (Ha) in order:
-612.2241; -652.5414; -1449.0035; -311.8145; -311.9454; -311.8970
Computed ΔE to the lowest compared entry with this formula, charge and spin (eV) in order:
0.124; 4.780; 3.692; 4.678; 1.117; 2.434